1.
Entry from the OMol25 dataset: a structure of composition C12H25O13Tl at a distorted geometry (wB97M-V/def2-TZVPD).

Kohn-Sham gap	1.68	eV
total charge	+2
HOMO	-0.5502	hartree
energy above the lowest of the compared OMol25 structures with the same formula, charge and spin	131.79	kcal per mole

Last column: Mulliken charge in e.
Geometry (Å):
C1 5.28881 -4.42856 3.61271  -0.607
H1 -2.20019 -4.61568 5.66477  0.234
Tl1 0.59741 -4.30752 -0.90718  0.978
C2 -4.72577 -0.08881 -2.79938  -0.595
H2 4.73217 -0.16630 0.90392  0.315
O1 4.18533 -2.79717 1.55105  -0.546
H3 6.09566 -4.85508 4.20868  0.242
O2 5.41517 -3.08034 3.48746  -0.272
H4 -4.75428 -1.61998 2.07230  0.222
O3 -1.55166 -2.74974 5.13965  -0.286
H5 2.09343 3.72008 -3.56956  0.262
H6 -1.00483 -4.50545 4.31301  0.288
O4 4.99215 -1.03697 2.77458  -0.266
H7 2.35989 8.10134 -8.09685  0.243
O5 -1.31096 -0.77139 4.58108  -0.257
C3 1.28217 3.96689 -4.25443  -0.655
O6 1.82240 5.06962 -5.05113  -0.242
H8 0.47706 0.18136 4.22269  0.311
H9 -5.00826 0.87187 -3.22994  0.267
C4 4.83177 -2.34225 2.51331  0.837
C5 -4.99168 -1.37577 -0.81528  0.784
H10 -5.45859 -2.96680 1.09686  0.323
C6 1.52455 7.58969 -7.61880  -0.590
C7 -0.58191 0.27333 3.98138  -0.618
H11 -4.78329 -0.86772 -3.55971  0.290
O7 -5.71723 -1.15829 0.31652  -0.268
H12 4.63374 0.87634 2.21923  0.276
C8 -0.98639 -1.97480 4.18352  0.847
C9 4.31394 -0.11856 1.90935  -0.625
H13 -2.73080 -4.14784 4.07419  0.249
H14 -0.96155 1.24760 4.28925  0.286
H15 -0.62127 0.27339 2.89210  0.214
C10 -1.89505 -4.07321 4.76994  -0.592
C11 1.26208 5.51558 -6.19681  0.803
H16 0.89533 7.15448 -8.39518  0.321
H17 0.88092 3.10450 -4.78677  0.316
H18 -6.58125 -1.96313 1.96381  0.278
O8 2.03172 6.54648 -6.71506  -0.242
O9 -5.46784 -0.46584 -1.65624  -0.229
C12 -5.60477 -1.95670 1.47953  -0.586
O10 -4.05075 -2.19210 -0.95907  -0.512
H19 3.22508 -0.16282 1.93218  0.239
H20 1.11392 8.40351 -7.02117  0.295
H21 5.40472 -4.88034 2.62754  0.300
H22 0.16746 0.57906 -0.48058  0.357
H23 4.29431 -4.65140 3.99927  0.272
O11 -0.38619 -2.40112 3.19729  -0.587
O12 0.23430 5.00864 -6.72087  -0.409
H24 0.53213 4.30139 -3.53772  0.315
H25 -3.69185 0.07383 -2.49494  0.256
O13 0.37872 -0.13725 -1.11050  -0.240

2.
Entry from the OMol25 dataset: a structure of composition C12H26AlBr6Cl2CsF6KN2NaO8S2 at a distorted geometry (wB97M-V/def2-TZVPD).

Kohn-Sham gap	1.71	eV
total charge	0
HOMO	-0.1545	hartree

Last column: Mulliken charge in e.
Geometry (Å):
Br1 5.26820 -0.13090 -0.60334  -0.772
H1 -6.35937 3.21721 4.12240  0.347
N1 1.58482 0.38663 1.72176  -0.276
H2 -4.79175 1.91830 2.81194  0.103
O1 6.41131 -2.55421 -3.83373  -0.558
H3 -1.41678 -2.42848 -5.19983  0.102
H4 2.54782 -4.45165 -4.26552  0.394
H5 -2.01005 -0.84210 -3.87072  0.343
S1 1.59222 1.86634 2.18112  1.050
O2 -1.48263 -2.77635 -4.32461  -0.367
H6 -4.53445 1.41217 4.49247  0.366
H7 -12.29318 5.48961 5.47474  0.335
Br2 -5.06225 3.79469 6.14092  -0.213
H8 2.20120 -2.57293 -1.50306  0.065
Cl1 -4.99351 -0.01850 0.60960  -0.205
F1 8.61313 1.30039 -0.72591  -0.378
O3 0.32528 2.47713 2.41843  -0.515
H9 -5.04633 4.33724 3.71508  0.407
C1 4.42089 -5.05796 -3.29344  -1.488
C2 2.19676 -2.07613 -2.47302  -0.909
Br3 -10.05543 4.61151 4.91208  0.005
H10 4.88060 -0.09522 -3.96234  0.200
F2 10.91988 0.42333 0.45689  -0.397
H11 0.10653 -0.26862 -3.08305  0.520
C3 0.85069 -2.33589 -3.16090  0.330
F3 2.15769 2.64688 0.95682  -0.222
H12 -7.96809 6.29120 5.95145  0.291
O4 4.53755 -2.46949 -2.62261  -0.210
C4 -3.48987 -0.90158 0.92370  0.236
H13 5.13877 -4.77499 -4.04743  0.349
K1 2.48171 -5.68230 -1.33137  0.981
Br4 -11.11688 7.60101 4.98017  0.026
C5 3.33111 -2.72775 -3.25025  0.286
C6 -4.47627 2.24539 3.79986  -0.392
Na1 2.98598 2.35293 5.20633  1.046
O5 -7.02734 6.49010 5.90893  -0.555
C7 -5.29860 3.42441 4.24345  -0.521
C8 -1.56890 -1.70206 -3.36239  -1.084
H14 -6.59506 5.65559 6.13869  0.257
F4 8.89824 1.42726 2.02377  -0.415
F5 8.62258 -1.02580 0.78955  -0.382
Br5 -11.14103 5.84489 7.62726  0.022
H15 2.49377 -4.53322 -2.53745  0.345
Cl2 -3.59906 -2.59473 0.39899  -0.197
C9 -11.30099 5.83939 5.71512  -0.390
C10 -0.18957 -1.27083 -2.79438  0.586
H16 0.43880 -3.28022 -2.81731  0.034
Cs1 -0.75075 -1.06301 -6.57342  0.993
H17 6.43155 -0.13691 -3.48707  0.225
H18 -2.68577 -0.42376 0.38467  0.002
H19 -2.20098 -2.08649 -2.57650  0.199
Br6 -2.59624 2.69549 3.61412  -0.050
H20 3.27694 -2.28287 -4.25050  0.345
H21 -3.29034 -0.87948 1.98715  0.254
H22 4.82318 -4.98060 -2.28574  0.548
C11 3.11824 -4.24051 -3.36380  -1.134
H23 4.18205 -6.11879 -3.46937  0.465
O6 -0.67650 0.12787 0.55328  -0.599
H24 1.04543 -2.37844 -4.23742  0.114
O7 2.61227 2.12540 3.17121  -0.784
N2 5.50962 -0.50606 -3.28319  -0.292
O8 1.28464 0.66978 -0.78651  -0.505
H25 -0.28262 -1.31347 -1.72024  -0.436
F6 1.07719 -1.43720 0.28017  -0.239
H26 2.39438 -1.02011 -2.32274  0.533
S2 0.74635 0.11251 0.40045  0.901
C12 5.55219 -1.87641 -3.32658  0.311
Al1 9.24107 0.53132 0.63313  0.570

3.
Entry from the OMol25 dataset: a cluster of 3 separate species, C12H26B2BrF7N3O6 in total (wB97M-V/def2-TZVPD).

Kohn-Sham gap	8.31	eV
total charge	-1
HOMO	-0.2082	hartree

Last column: Mulliken charge in e.
Geometry (Å):
N1 -7.84002 -2.65718 1.66136  -0.736
H1 7.66592 1.47408 -3.08414  0.380
C1 -6.90822 -3.61492 1.06075  0.415
Br1 -0.54713 3.31149 -0.95793  -0.478
H2 0.83615 5.33905 0.80394  0.279
B1 0.44825 3.67212 1.83974  0.394
H3 -6.57110 -4.77904 2.84338  0.346
O1 1.24214 4.75392 1.44942  -0.667
C2 -1.21108 1.49220 1.19842  -0.607
O2 -5.57963 -1.76726 0.07826  -0.397
O3 -0.92174 0.49240 2.21174  -0.097
C3 1.37657 1.37776 0.36479  0.540
O4 -1.83773 -0.97266 3.40752  -0.443
H4 -5.39766 -3.74045 -0.50137  0.391
F1 2.09404 1.88413 -0.69494  -0.357
H5 -4.35699 -1.79592 1.77614  0.209
H6 -0.92101 4.20167 3.18852  0.270
H7 -5.53066 -3.36719 2.72317  0.277
F2 3.12900 2.27898 1.66595  -0.318
N2 5.37930 1.86323 -1.62681  -0.735
C4 6.74635 1.02429 -3.45878  -1.542
C5 -4.29553 -1.77786 0.68674  -0.425
H8 6.44661 0.09580 -1.56504  0.373
C6 -6.15824 -3.03157 -0.14438  -0.727
F3 0.96767 0.12455 -0.03926  -0.366
C7 4.69138 -0.29369 -2.68194  -0.606
H9 -7.50627 -4.44699 0.67204  0.377
O5 3.63767 0.32429 -3.39126  -0.260
F4 1.62289 -0.74351 2.58399  -0.240
C8 -5.99476 -4.16855 2.14827  -1.400
B2 0.11227 2.34916 0.78313  0.643
H10 4.23846 -0.68024 -1.76643  0.250
C9 3.81818 0.44967 -4.78126  -0.731
H11 2.82732 0.49235 -5.23338  0.235
F5 1.43803 1.21811 3.50190  -0.204
H12 5.07494 -1.14994 -3.25760  0.439
H13 4.35806 1.36183 -5.05254  0.240
C10 2.51713 1.11360 1.38848  0.642
H14 4.35788 -0.41210 -5.19265  0.323
H15 -3.78215 -0.86577 0.39428  0.141
H16 6.26798 1.75724 -4.10941  0.281
H17 -1.64827 0.99267 0.32727  0.211
F6 3.36124 0.23984 3.40481  -0.306
H18 -7.31828 -1.81264 1.88124  0.311
H19 -3.71266 -2.63971 0.34568  0.282
F7 3.43517 0.29487 0.80192  -0.291
C11 5.83895 0.64696 -2.29161  0.421
C12 2.20564 0.44168 2.74362  0.568
O6 -0.07981 3.73764 3.14109  -0.633
N3 -1.99820 -0.28625 2.45590  0.158
H20 4.67187 2.30091 -2.21182  0.364
H21 -6.87980 -2.88664 -0.95434  0.341
H22 -1.97210 2.16539 1.61047  0.274
H23 -5.20072 -4.78497 1.72305  0.355
H24 7.00871 0.15068 -4.06015  0.352
H25 -8.52272 -2.36810 0.96769  0.265
H26 4.87672 1.62059 -0.77762  0.220

4.
Entry from the OMol25 dataset: a structure of composition C12H26Br3O3S (wB97M-V/def2-TZVPD).

Kohn-Sham gap	7.76	eV
total charge	+1
HOMO	-0.4080	hartree

Last column: Mulliken charge in e.
Geometry (Å):
H1 6.61381 1.65245 2.86517  0.236
C1 -2.56113 -0.34406 -0.46497  -0.685
C2 -5.39849 -0.47805 -0.98069  -0.547
C3 -0.95672 -2.38377 -0.47432  -1.041
C4 6.64916 1.01211 1.98651  -0.777
C5 1.79247 1.50650 1.48132  0.027
S1 -3.95740 -1.49283 -0.48617  0.097
H2 -5.24952 -0.10658 -1.99127  0.606
H3 3.62093 0.62062 2.17682  0.156
C6 4.02640 0.55716 -0.48720  -0.374
H4 2.22335 4.47418 0.18312  0.255
H5 -7.52320 -3.20919 -1.38259  0.433
H6 -7.12865 -1.17647 0.08514  0.411
H7 -6.11172 -3.32561 -0.35811  0.428
C7 2.75453 0.34474 1.57343  -0.454
H8 -0.34201 -2.29840 0.42012  0.272
H9 4.02225 0.04896 -1.45383  0.396
H10 1.09201 3.21850 -0.36254  0.276
H11 -0.48020 -0.32707 -0.76277  0.298
H12 -0.36972 -2.93147 -1.20651  0.411
H13 6.53290 -0.03080 2.30251  0.338
Br1 -1.40008 -0.98690 -2.95602  0.011
Br2 -5.43469 1.01621 0.22090  0.015
C8 -6.53725 -2.78734 -1.20662  -1.546
O1 2.45420 2.69388 1.11044  -0.273
H14 -1.83005 -2.99698 -0.24939  0.323
H15 0.85480 4.01674 1.21846  0.328
Br3 -7.91884 -0.49152 -2.15841  -0.023
C9 5.45564 0.57691 -0.00080  -0.575
H16 -2.44967 -0.00170 0.56196  0.515
H17 5.77265 -0.44719 0.22929  0.352
H18 -3.69922 -2.11194 -1.65160  0.200
C10 -1.29966 -0.99750 -1.01509  -0.295
O2 3.14039 -0.20475 0.32515  -0.443
H19 1.00690 1.26566 0.74706  -0.209
H20 2.23476 -0.46989 2.08467  0.455
H21 7.62410 1.13009 1.50164  0.331
H22 -5.94824 -2.97245 -2.10646  0.406
H23 1.31764 1.65033 2.46306  0.462
O3 5.59546 1.40755 1.13478  -0.277
H24 3.65393 1.57198 -0.63892  0.181
C11 1.60438 3.64249 0.51090  -0.755
H25 -2.84467 0.51043 -1.07524  0.535
C12 -6.69082 -1.30469 -0.90048  0.123
H26 6.08930 0.95968 -0.81245  0.398

5.
Entry from the OMol25 dataset: a cluster of 5 separate species, C12H26Br6N2O2 in total at a distorted geometry (wB97M-V/def2-TZVPD).

Kohn-Sham gap	9.40	eV
total charge	0
HOMO	-0.3419	hartree
energy above the lowest of the compared OMol25 structures with the same formula, charge and spin	61.46	kcal per mole

Last column: Mulliken charge in e.
Geometry (Å):
H1 -3.73881 -1.55345 1.19279  0.295
H2 2.20043 2.23950 4.94483  0.266
C1 -0.54643 -6.09192 -5.36670  -0.535
C2 1.22355 -0.97770 -1.02379  -0.938
C3 2.15617 3.07110 5.64811  -0.467
C4 1.81044 7.84619 -1.05972  -0.549
H3 -1.16852 -5.55366 -4.65158  0.388
H4 -4.87213 -2.21463 -2.50443  0.317
C5 0.99954 1.19387 0.03590  0.245
C6 2.43264 -0.53094 1.00004  -0.830
O1 -4.01312 -0.00614 -0.23095  -0.621
N1 1.47540 -0.01869 0.03588  0.094
Br1 0.76143 3.05574 6.91147  -0.110
H5 -3.91427 -3.66442 1.15517  0.322
H6 0.19044 -7.85725 -4.11402  0.345
H7 -5.28685 -4.14706 0.20460  0.317
C7 1.53834 7.19902 0.27396  -0.574
C8 -4.04214 -1.17793 0.20325  0.164
Br2 -1.39892 -7.30027 -6.65060  -0.145
Br3 1.93428 8.67466 1.51882  -0.174
Br4 1.68049 6.41557 -2.40122  -0.173
C9 -4.32981 -3.62842 0.14813  -0.889
H8 1.00533 8.50924 -1.37641  0.349
H9 2.01910 6.29955 0.65858  0.422
H10 -5.96925 -1.12362 -1.67610  0.314
H11 2.06629 3.90812 4.95571  0.367
H12 -6.22021 -2.83445 -1.77881  0.321
C10 3.59417 2.89545 6.42784  -0.645
C11 0.58791 -6.93733 -4.54281  -0.587
H13 2.07762 -1.53470 1.23351  0.270
H14 0.04569 -5.38177 -5.94391  0.330
H15 2.68121 0.15641 1.80867  0.276
H16 2.19488 -1.23788 -1.44440  0.299
H17 3.42701 1.87014 6.75782  0.365
H18 0.84951 -1.84835 -0.48514  0.333
O2 1.32580 2.12256 0.82900  -0.676
Br5 5.19672 2.91652 5.12976  -0.183
H19 2.80055 8.30194 -1.06793  0.381
H20 0.41512 -0.69807 -1.69934  0.320
H21 -3.72436 -4.20855 -0.54829  0.296
N2 -4.59159 -2.24157 -0.41498  0.104
H22 3.74690 3.52564 7.30397  0.408
Br6 1.12633 -5.93201 -2.93824  -0.156
H23 3.40564 -0.77891 0.57589  0.332
H24 0.45988 7.14278 0.42181  0.317
H25 0.30777 1.33016 -0.80973  0.273
H26 1.53463 -7.11347 -5.05348  0.360
C12 -5.45480 -2.08098 -1.59299  -0.940

6.
Entry from the OMol25 dataset: a structure of composition C12H26CaN10O10 at a distorted geometry (wB97M-V/def2-TZVPD).

Kohn-Sham gap	3.05	eV
total charge	0
HOMO	-0.1262	hartree
energy above the lowest of the compared OMol25 structures with the same formula, charge and spin	0.00	kcal per mole

Last column: Mulliken charge in e.
Geometry (Å):
N1 1.20515 -4.26840 -0.14124  -0.413
H1 -0.19527 -0.50426 4.38113  0.249
O1 -0.49099 0.63481 2.21914  -0.594
O2 -1.22152 -1.11844 0.15841  -0.212
N2 -0.50482 0.15805 -3.96464  -0.387
H2 -0.34282 -0.02445 -4.94472  0.139
Ca1 0.79858 0.18316 0.33000  2.504
C1 2.94539 2.03201 0.15546  0.708
C2 -2.92829 2.22275 -1.71550  -0.558
H3 -2.03260 2.23885 4.41132  0.154
O3 3.00236 0.98580 -0.43261  -0.712
O4 -2.63801 4.11671 -4.88553  -0.589
H4 -3.44883 -2.71223 1.43463  0.156
C3 -0.93130 3.63251 -3.17689  -0.485
H5 -3.62102 -2.97437 -0.51709  0.134
H6 -4.26031 3.13489 -3.07689  0.333
H7 0.25280 -4.25897 -0.47746  0.232
N3 1.57078 -0.44235 -4.00137  -0.497
H8 -0.17523 4.11321 -3.77996  0.384
H9 -2.06590 -1.89927 2.20212  0.200
N4 -1.64129 2.01963 3.50637  -0.443
H10 -2.12421 1.31809 0.25676  0.089
H11 3.97026 -1.94666 3.97587  0.178
C4 -0.92860 0.99546 3.29921  0.397
H12 2.95863 -2.80447 2.84023  0.221
C5 1.90768 -3.22428 0.04359  0.462
H13 -1.40778 0.10876 -3.51482  0.174
H14 3.62995 -2.71067 0.66342  0.332
H15 2.36745 -0.49960 -3.38318  0.344
C6 -1.58247 2.16091 -1.33187  0.177
N5 3.10338 -2.02278 3.46321  -0.387
C7 -3.22837 2.86555 -2.90674  -0.731
C8 2.50610 -0.91277 3.35352  0.246
O5 1.94696 -0.38929 2.38677  -0.536
O6 3.92628 2.77855 0.16936  -0.922
N6 2.69438 -0.21916 4.45154  -0.486
H16 -1.85271 2.48721 2.63643  0.233
H17 3.51337 -4.40678 0.28936  0.162
C9 -2.27401 3.53511 -3.64269  0.597
C10 -2.10475 -1.91458 0.27267  0.363
H18 1.71534 -5.09178 0.14487  0.110
H19 -1.91225 3.87405 -5.46519  0.316
O7 1.59042 -2.05366 -0.09726  -0.569
N7 -2.71410 -2.56843 -0.69824  -0.460
O8 -1.30802 1.48064 -0.22182  -0.056
H20 2.90437 -0.63189 5.34913  0.203
O9 1.90887 2.35472 0.71130  -0.698
N8 -2.54398 -2.26562 1.39136  -0.398
C11 0.61970 -0.10233 -3.22491  0.252
N9 3.06184 -3.51710 0.44653  -0.487
O10 0.63547 0.01484 -2.02829  -0.358
H21 2.19315 0.63768 4.26532  0.326
H22 0.37735 2.85642 -1.62315  0.453
H23 -0.88733 0.79516 5.25323  0.147
N10 -0.70475 0.36747 4.35666  -0.392
C12 -0.61859 2.92785 -2.03473  -0.449
H24 -3.73870 1.89986 -1.07881  0.384
H25 -2.34234 -2.43053 -1.62715  0.241
H26 1.46515 -1.01561 -4.82618  0.222

- The lowest total charge belongs to which entry?
  C12H26B2BrF7N3O6